Computed, not measured: a cluster of 2 separate species, C3H4BrFO in total at a distorted geometry, with ωB97M-V/def2-TZVPD.

Summary:
- highest occupied orbital energy (alpha / beta) (hartree) = -0.395 / -0.369
- Kohn-Sham gap (alpha / beta) (eV) = 8.4593 / 6.7603
- energy (eV) = -77980.56751
- LUMO level (alpha / beta) (eV) = -2.287 / -3.278
- charge = 0

Atoms and positions in Å:
C: -0.643 -1.185 0.229
C: 1.012 0.722 -0.205
C: 0.000 0.112 0.630
O: -1.197 -1.973 0.933
F: -0.554 -1.667 -1.095
Br: -2.620 1.008 -0.469
H: 1.720 1.298 0.338
H: 1.699 -0.101 -0.770
H: 0.757 1.351 -1.207
H: -0.175 0.435 1.617



Computed, not measured: an isolated molecule of C3H4BrN3O5 at a distorted geometry, with ωB97M-V/def2-TZVPD.

Summary:
- highest occupied orbital energy (alpha / beta) (hartree) = -0.359 / -0.395
- Kohn-Sham gap (alpha / beta) (eV) = 7.3446 / 8.0376
- energy (eV) = -87914.50343
- LUMO level (alpha / beta) (eV) = -2.431 / -2.698
- charge = 0

Atoms and positions in Å:
C: -0.556 -0.331 1.136
C: -0.458 -1.558 0.207
C: 0.601 0.487 1.388
N: 0.342 -0.774 -1.742
N: 0.616 1.853 1.243
N: -0.054 0.166 -2.708
O: 1.632 2.495 1.560
O: -1.187 0.606 -2.647
O: -0.439 2.425 0.859
O: 0.871 0.518 -3.454
O: -0.684 -1.199 -1.066
Br: 2.224 -0.250 1.722
H: -1.367 0.345 0.796
H: -0.955 -0.722 2.174
H: 0.712 -1.829 0.204
H: -1.298 -2.233 0.329



Computed, not measured: a cluster of 2 separate species, C3H4BrNO in total at a distorted geometry, with ωB97M-V/def2-TZVPD.

Summary:
- highest occupied orbital energy (hartree) = -0.310
- Kohn-Sham gap (eV) = 8.8057
- energy (eV) = -76752.66187
- structure (SMILES) = N=C=CBr.C=O
- LUMO level (eV) = 0.375
- charge = 0

Atoms and positions in Å:
C: -1.121 -0.023 1.057
C: 1.714 0.284 -1.077
C: -1.406 -0.522 -0.114
N: -1.207 0.286 2.209
O: 0.770 0.960 -0.770
Br: -0.293 -1.843 -1.031
H: 2.210 0.303 -2.041
H: 2.213 -0.367 -0.359
H: -0.776 0.965 2.903
H: -2.103 -0.043 -0.777



Computed, not measured: a cluster of 2 separate species, C3H4BrNO in total at a distorted geometry, with ωB97M-V/def2-TZVPD.

Summary:
- highest occupied orbital energy (alpha / beta) (hartree) = -0.323 / -0.365
- Kohn-Sham gap (alpha / beta) (eV) = 7.9692 / 8.9931
- energy (eV) = -76750.69871
- LUMO level (alpha / beta) (eV) = -0.826 / -0.934
- charge = 0

Atoms and positions in Å:
C: -0.992 1.046 -0.523
C: 0.320 -1.359 -0.055
C: 0.356 0.954 -0.148
N: -2.060 1.285 -0.800
O: 1.092 -0.156 -0.328
Br: 1.249 2.620 -0.063
H: 1.078 -2.189 0.052
H: -0.459 -1.706 -0.836
H: -0.063 -1.364 0.947
H: -0.520 0.869 1.754



Calculated energy relative to the best compared isomer or geometry (same formula, charge and spin) (kJ/mol), listed in the same order as above: 254.08; 224.48; 275.76; 465.18